Molecular formula: C42H39GeN12Na
Method: DFT, the ωB97M-V functional and the def2-TZVPD basis

Cartesian coordinates (Å):
Na (1.929, 1.374, -0.202)
C (-3.168, 5.766, -0.872)
C (-3.057, 5.886, 0.513)
C (-2.136, 5.120, 1.223)
C (-1.328, 4.252, 0.512)
C (-0.320, 3.241, 0.949)
N (-0.070, 3.016, 2.203)
C (0.784, 2.009, 2.654)
C (1.041, 1.753, 4.040)
C (0.589, 2.342, 5.228)
C (1.056, 1.866, 6.434)
C (1.980, 0.792, 6.477)
C (2.428, 0.190, 5.325)
C (1.962, 0.660, 4.083)
C (2.184, 0.296, 2.731)
N (3.107, -0.632, 2.287)
C (3.233, -1.062, 1.088)
N (2.373, -0.845, -0.037)
C (3.014, -1.287, -1.237)
N (2.653, -1.110, -2.450)
C (1.631, -0.273, -2.876)
N (1.146, 0.774, -2.152)
C (0.259, 1.463, -2.881)
N (-0.478, 2.583, -2.492)
C (-0.503, 3.045, -1.280)
N (0.182, 2.631, -0.169)
C (-1.438, 4.133, -0.869)
C (-2.360, 4.879, -1.579)
C (0.140, 0.845, -4.165)
C (-0.640, 1.116, -5.299)
C (-0.516, 0.309, -6.408)
C (0.386, -0.786, -6.409)
C (1.152, -1.080, -5.307)
C (1.040, -0.269, -4.160)
C (4.233, -1.990, -0.805)
C (5.188, -2.671, -1.545)
C (6.269, -3.233, -0.875)
C (6.402, -3.090, 0.508)
C (5.459, -2.388, 1.246)
C (4.365, -1.852, 0.583)
N (1.467, 1.127, 1.919)
H (-3.903, 6.363, -1.401)
H (-3.706, 6.575, 1.041)
H (-2.055, 5.176, 2.301)
H (-0.116, 3.164, 5.184)
H (0.717, 2.313, 7.363)
H (2.335, 0.440, 7.440)
H (3.130, -0.636, 5.365)
H (-2.455, 4.751, -2.650)
H (-1.329, 1.953, -5.288)
H (-1.113, 0.506, -7.292)
H (0.465, -1.403, -7.298)
H (1.832, -1.925, -5.310)
H (5.078, -2.755, -2.619)
H (7.019, -3.782, -1.431)
H (7.257, -3.531, 1.009)
H (5.556, -2.258, 2.317)
C (-2.449, 0.214, 1.210)
N (-2.452, -0.625, 0.004)
C (-2.673, 0.248, -1.155)
N (-3.955, 0.968, -1.055)
C (-3.930, 1.762, 0.178)
N (-3.725, 0.932, 1.370)
C (-4.802, -0.049, 1.424)
N (-4.869, -0.897, 0.226)
C (-3.564, -1.563, 0.095)
C (-5.025, -0.014, -0.938)
H (-1.629, 0.933, 1.148)
H (-2.288, -0.419, 2.087)
H (-2.670, -0.356, -2.066)
H (-1.859, 0.969, -1.224)
H (-4.881, 2.296, 0.276)
H (-3.129, 2.495, 0.113)
H (-5.756, 0.476, 1.531)
H (-4.655, -0.691, 2.297)
H (-3.584, -2.183, -0.806)
H (-3.421, -2.210, 0.964)
H (-5.982, 0.510, -0.849)
H (-5.043, -0.629, -1.841)
C (2.084, -4.150, 1.412)
Ge (0.855, -3.313, 0.126)
C (-0.956, -3.859, 0.656)
C (1.194, -4.054, -1.660)
C (0.994, -1.345, 0.139)
H (1.786, -5.187, 1.583)
H (2.068, -3.613, 2.361)
H (3.108, -4.139, 1.036)
H (-0.990, -4.943, 0.794)
H (-1.680, -3.580, -0.107)
H (-1.243, -3.380, 1.594)
H (0.857, -5.091, -1.715)
H (2.260, -4.015, -1.890)
H (0.673, -3.466, -2.418)
H (0.614, -0.951, 1.081)
H (0.364, -0.932, -0.649)

The calculation puts the largest force on an atom at 0.6 eV/Å. The HOMO energy is -0.004 Eh. The energy above the lowest of the compared OMol25 structures with the same formula, charge and spin is 0.0 kJ/mol. The calculation puts the frontier orbital gap at 3.82 eV. The total charge is -2. The calculation puts the LUMO energy at 3.72 eV. As for the multiplicity: 1. The total energy is -4520.33144 a.u.

Löwdin population analysis, charges in e, atoms 1 to 8: atom 1 (Na): 0.37, atom 2 (C): -0.11, atom 3 (C): -0.11, atom 4 (C): -0.03, atom 5 (C): -0.13, atom 6 (C): -0.35, atom 7 (N): 0.16, atom 8 (C): -0.30



Molecular formula: C42H39HgN2O3Si
Method: DFT, the ωB97M-V functional and the def2-TZVPD basis

Cartesian coordinates (Å):
Hg (-0.264, 0.176, -0.766)
C (1.129, 1.184, 3.024)
C (-0.186, 1.766, 3.554)
C (-0.732, 0.889, 4.677)
C (-1.180, 1.982, 2.424)
C (-0.969, 3.018, 1.513)
C (-1.871, 3.275, 0.490)
C (-3.023, 2.505, 0.337)
C (-4.045, 2.839, -0.715)
C (-3.203, 1.439, 1.210)
C (-2.301, 1.182, 2.237)
H (1.821, 0.970, 3.846)
H (1.616, 1.879, 2.340)
H (0.926, 0.261, 2.481)
H (0.039, 2.757, 3.968)
H (-0.820, -0.149, 4.348)
H (-1.711, 1.231, 5.021)
H (-0.043, 0.903, 5.526)
H (-0.083, 3.640, 1.613)
H (-1.683, 4.090, -0.200)
H (-4.679, 3.666, -0.379)
H (-4.681, 1.981, -0.932)
H (-3.569, 3.128, -1.651)
H (-4.059, 0.786, 1.080)
H (-2.483, 0.338, 2.890)
O (0.364, -2.879, 3.283)
C (-0.703, -3.670, 3.054)
C (-0.916, -4.763, 3.893)
C (-1.993, -5.613, 3.689)
C (-2.865, -5.375, 2.633)
C (-2.653, -4.288, 1.797)
C (-1.588, -3.407, 1.983)
C (-1.365, -2.234, 1.087)
O (-0.283, -1.515, 1.294)
N (-2.245, -2.057, 0.153)
N (-2.089, -1.015, -0.723)
C (-3.179, -0.874, -1.522)
C (-3.447, 0.037, -2.568)
C (-4.719, -0.049, -3.206)
C (-5.129, 0.807, -4.217)
C (-4.259, 1.801, -4.663)
C (-2.990, 1.909, -4.072)
C (-2.546, 1.070, -3.040)
O (-1.359, 1.240, -2.525)
H (0.324, -2.214, 2.492)
H (-0.216, -4.927, 4.705)
H (-2.142, -6.462, 4.348)
H (-3.706, -6.038, 2.460)
H (-3.318, -4.080, 0.968)
H (-3.973, -1.589, -1.313)
H (-5.400, -0.825, -2.863)
H (-6.114, 0.694, -4.658)
H (-4.557, 2.485, -5.451)
H (-2.291, 2.675, -4.395)
C (3.368, 1.145, -5.437)
C (2.032, 1.142, -5.066)
C (1.667, 0.858, -3.752)
C (2.640, 0.570, -2.791)
C (3.983, 0.587, -3.181)
C (4.349, 0.869, -4.490)
Si (2.145, 0.201, -1.010)
C (3.069, 1.472, 0.042)
C (4.152, 1.182, 0.868)
C (4.765, 2.173, 1.629)
C (4.314, 3.482, 1.562)
C (3.249, 3.797, 0.726)
C (2.634, 2.801, -0.017)
C (2.769, -1.518, -0.572)
C (3.141, -2.438, -1.555)
C (3.418, -3.761, -1.232)
C (3.318, -4.193, 0.083)
C (2.943, -3.296, 1.075)
C (2.674, -1.976, 0.748)
H (3.649, 1.366, -6.460)
H (1.264, 1.365, -5.797)
H (0.615, 0.885, -3.469)
H (4.755, 0.375, -2.447)
H (5.395, 0.877, -4.774)
H (4.514, 0.161, 0.933)
H (5.592, 1.920, 2.283)
H (4.784, 4.252, 2.162)
H (2.887, 4.817, 0.669)
H (1.777, 3.046, -0.639)
H (3.205, -2.118, -2.590)
H (3.691, -4.460, -2.015)
H (3.504, -5.232, 0.330)
H (2.817, -3.630, 2.098)
H (2.329, -1.304, 1.526)

The calculation puts the largest force on an atom at 0.6 eV/Å. The HOMO energy (alpha / beta) is 0.047 / -0.038 Eh. The energy above the lowest of the compared OMol25 structures with the same formula, charge and spin is 19.5 kJ/mol. The calculation puts the frontier orbital gap (alpha / beta) at 3.06 / 5.39 eV. The total charge is -2. The calculation puts the LUMO energy (alpha / beta) at 4.35 / 4.35 eV. As for the multiplicity: 2. The total energy is -2402.08173 a.u.

Löwdin population analysis, charges in e, atoms 1 to 8: atom 1 (Hg): 1.08, atom 2 (C): -0.05, atom 3 (C): -0.38, atom 4 (C): -0.09, atom 5 (C): -0.22, atom 6 (C): -0.06, atom 7 (C): -0.06, atom 8 (C): -0.28



Molecular formula: C42H40As2N2O3SV
Method: DFT, the ωB97M-V functional and the def2-TZVPD basis

Cartesian coordinates (Å):
V (0.964, 0.156, 0.304)
O (4.360, -1.445, 2.453)
C (3.990, -2.745, 2.375)
C (4.718, -3.651, 3.145)
C (4.403, -4.993, 3.129)
C (3.350, -5.465, 2.345)
C (2.621, -4.572, 1.593)
C (2.919, -3.203, 1.595)
C (2.068, -2.284, 0.826)
O (2.473, -1.025, 0.663)
N (0.925, -2.687, 0.362)
N (0.338, -1.632, -0.325)
C (-0.371, -1.916, -1.361)
C (-0.700, -0.943, -2.364)
C (-1.522, -1.335, -3.438)
C (-1.677, -0.534, -4.542)
C (-0.969, 0.669, -4.617)
C (-0.149, 1.073, -3.590)
C (-0.022, 0.297, -2.432)
O (0.765, 0.744, -1.456)
H (3.864, -0.948, 1.777)
H (5.537, -3.269, 3.739)
H (4.986, -5.682, 3.725)
H (3.111, -6.519, 2.324)
H (1.798, -4.913, 0.981)
H (-0.619, -2.961, -1.533)
H (-2.019, -2.296, -3.389)
H (-2.316, -0.844, -5.356)
H (-1.066, 1.292, -5.497)
H (0.404, 2.001, -3.647)
C (-0.407, 1.165, 3.849)
C (-0.623, 2.418, 3.013)
As (-0.906, 1.945, 1.122)
C (-1.052, 3.686, 0.305)
C (-1.652, 4.752, 0.970)
C (-1.729, 5.997, 0.362)
C (-1.198, 6.183, -0.907)
C (-0.585, 5.126, -1.565)
C (-0.509, 3.879, -0.962)
C (-2.658, 1.149, 1.298)
C (-3.779, 1.911, 1.608)
C (-4.993, 1.288, 1.854)
C (-5.091, -0.098, 1.800)
C (-3.976, -0.859, 1.487)
C (-2.759, -0.236, 1.235)
As (0.972, 0.091, 2.976)
C (2.481, 1.296, 3.132)
C (2.847, 1.971, 1.969)
C (3.881, 2.896, 1.963)
C (4.565, 3.161, 3.139)
C (4.191, 2.522, 4.313)
C (3.150, 1.604, 4.312)
C (1.170, -1.509, 4.024)
C (2.135, -1.700, 5.006)
C (2.186, -2.902, 5.696)
C (1.275, -3.910, 5.412)
C (0.313, -3.721, 4.432)
C (0.263, -2.525, 3.733)
H (-1.309, 0.552, 3.906)
H (-0.089, 1.401, 4.866)
H (0.238, 3.087, 3.061)
H (-1.502, 2.968, 3.352)
H (-2.057, 4.628, 1.967)
H (-2.199, 6.821, 0.882)
H (-1.257, 7.155, -1.379)
H (-0.164, 5.272, -2.552)
H (-0.034, 3.054, -1.476)
H (-3.713, 2.992, 1.650)
H (-5.865, 1.883, 2.093)
H (-6.039, -0.580, 1.998)
H (-4.048, -1.938, 1.439)
H (-1.891, -0.839, 0.984)
H (2.317, 1.851, 1.018)
H (4.144, 3.404, 1.045)
H (5.378, 3.874, 3.144)
H (4.708, 2.740, 5.237)
H (2.864, 1.145, 5.248)
H (2.878, -0.946, 5.215)
H (2.948, -3.054, 6.448)
H (1.323, -4.848, 5.949)
H (-0.389, -4.509, 4.195)
H (-0.466, -2.401, 2.940)
C (-4.166, 3.495, -1.651)
S (-3.131, 2.084, -2.065)
C (-4.374, 0.784, -2.015)
H (-4.901, 3.684, -2.432)
H (-3.513, 4.363, -1.564)
H (-4.678, 3.340, -0.700)
H (-4.862, 0.757, -1.041)
H (-3.858, -0.162, -2.177)
H (-5.119, 0.917, -2.799)

The calculation puts the largest force on an atom at 0.5 eV/Å. The HOMO energy (alpha / beta) is -0.382 / -0.382 Eh. The energy above the lowest of the compared OMol25 structures with the same formula, charge and spin is 0.0 kJ/mol. The calculation puts the frontier orbital gap (alpha / beta) at 7.24 / 7.38 eV. The total charge is +1. The calculation puts the LUMO energy (alpha / beta) at -3.15 / -3.01 eV. As for the multiplicity: 3. The total energy is -7773.29248 a.u.

Löwdin population analysis, charges in e, atoms 1 to 8: atom 1 (V): 0.74, atom 2 (O): 0.06, atom 3 (C): -0.26, atom 4 (C): -0.01, atom 5 (C): -0.07, atom 6 (C): -0.08, atom 7 (C): -0.03, atom 8 (C): -0.09



Look up the multiplicity of the third one. 3



multiplicity of number 2 (C42H39HgN2O3Si)? 2



The highest energy above the lowest of the compared OMol25 structures with the same formula, charge and spin belongs to which entry? C42H39HgN2O3Si



The lowest total energy belongs to which entry? C42H40As2N2O3SV